No. 1
DFT (ωB97M-V with the def2-TZVPD basis set) results for a 3-piece molecular cluster, C9H18NS overall at a distorted geometry.

XYZ file:
```
29
C9H18NS (ωB97M-V with the def2-TZVPD basis set)
H -3.57123 1.71394 1.29246
H -0.92998 -5.02442 1.79346
C -3.30592 1.54347 -0.86224
H -2.32000 2.08046 -2.52371
H 0.38408 -0.15106 -2.62031
H 0.85498 -0.40072 2.34948
H 3.01377 0.13278 -0.24022
C 1.22363 -0.51609 -0.86641
H -3.82828 1.64129 -2.86791
H -2.74993 0.36211 -2.33578
H -0.66696 -1.23929 -1.77958
C 0.72343 0.26375 0.16800
H -0.02334 2.63167 0.84610
N 1.57762 1.14456 1.07243
H 2.92970 -1.64550 -0.48628
C 0.72044 2.26394 1.62570
H 0.79103 -1.98069 -2.52023
S -0.48049 -3.76446 1.66621
C -3.44506 1.68797 0.28952
C 2.67940 -0.65839 -0.85876
C 1.45877 -0.18392 1.51133
H 2.29092 -0.93913 1.57289
H 1.42531 3.05358 1.87712
H 0.18777 1.94022 2.62896
C 0.42110 -1.05114 -1.95624
H 3.13921 -0.58875 -1.83036
H -0.32467 0.48226 0.07944
C -3.05916 1.35366 -2.30144
H 0.24133 -4.06136 2.80876
```

## Properties
LUMO energy (alpha / beta) in eV: -2.441 / -7.975
Charge: +1
Orbital gap (alpha / beta) in eV: 8.629 / 4.600
HOMO level (alpha / beta) in hartree: -0.4068 / -0.4621
Strongest force on any atom in eV/A: 4.3
2S+1: 3

---

No. 2
DFT (ωB97M-V with the def2-TZVPD basis set) results for a 2-piece molecular cluster, C20H19N3O4 overall at a distorted geometry.

XYZ file:
```
46
C20H19N3O4 (ωB97M-V with the def2-TZVPD basis set)
O 2.03574 2.54795 1.58582
C -0.08681 -0.00054 4.66629
C -0.79458 0.13199 -2.85541
O 0.84658 0.20230 -0.36047
H 3.13888 2.50812 -5.07205
C -3.23871 -1.76270 -1.05982
H -3.01046 -1.30483 1.95235
C 1.10486 -0.96765 6.55266
H 1.14749 -1.22370 7.60969
H 3.08462 -1.72864 6.12056
H -1.54474 -2.31326 1.74605
H -0.99759 0.43443 4.23625
H 2.38021 0.47930 -4.08075
C 2.69203 2.08315 -5.98779
C 2.16437 -0.88358 4.36967
C 1.29791 0.59228 -4.02511
O 1.23501 2.11735 -5.93487
O -0.14445 2.71485 1.65658
C -0.24134 -0.13231 1.69062
H -0.88727 -0.12977 6.65702
H 1.15619 -0.69521 -2.35601
H 1.88964 0.09372 1.85121
C -2.78747 -1.15528 -2.16945
N -1.55675 -0.54327 -1.85902
C -0.03176 -0.35455 6.01759
C 0.61610 1.40339 -4.95320
H -4.11061 -2.36645 -0.87330
C -0.78722 1.53347 -4.85156
H -3.13785 -2.91355 1.24472
H 3.06829 1.05703 -6.14265
C -1.31991 -0.73937 -0.51754
H -1.21104 -0.18002 2.20668
C 0.93043 0.05297 2.39167
H -1.30266 2.14545 -5.58135
N 0.93920 2.19478 2.00072
C -0.18836 -0.20325 0.23824
C 0.58389 -0.05772 -3.01366
N -2.33058 -1.50671 -0.03610
H 2.92466 2.70970 -6.85113
C -2.50304 -2.02875 1.30628
H 2.98065 -1.15095 3.68683
H -2.54989 1.02474 -3.77114
C -1.47146 0.90102 -3.81855
C 1.02739 -0.22967 3.83053
H -3.20546 -1.11220 -3.16186
C 2.19589 -1.24406 5.71476
```

## Properties
LUMO energy in eV: -0.724
Orbital gap in eV: 5.899
HOMO level in hartree: -0.2434
Strongest force on any atom in eV/A: 3.7

---

No. 3
DFT (ωB97M-V with the def2-TZVPD basis set) results for an isolated ion of composition C4H10NSi and charge +1 at a distorted geometry.

XYZ file:
```
16
C4H10NSi (ωB97M-V with the def2-TZVPD basis set)
H -3.13229 0.11711 -1.46569
H 0.53552 -1.62405 -1.38167
H 2.30749 -0.58825 0.30703
H -2.42593 1.55841 -1.85963
Si -0.92173 0.25618 -0.45344
C 0.39307 -0.36455 2.00041
C 2.08612 -0.12214 -0.78525
H -3.27585 1.32427 -0.24150
H 0.40789 -1.30664 2.44863
C 0.67802 -0.59632 -1.02318
H 0.27551 0.37083 2.88877
H 2.14625 0.93318 -0.59681
C -2.64359 0.90611 -1.02191
N -0.55317 -0.13492 1.10777
H 2.69317 -0.70761 -1.48111
H 1.42950 -0.02159 1.55757
```

## Properties
LUMO energy (alpha / beta) in eV: -5.345 / -5.767
Charge: +1
Orbital gap (alpha / beta) in eV: 8.704 / 7.640
HOMO level (alpha / beta) in hartree: -0.5163 / -0.4927
Strongest force on any atom in eV/A: 5.4

---

No. 4
DFT (ωB97M-V with the def2-TZVPD basis set) results for a 2-piece molecular cluster, C3H9NO2 overall at a distorted geometry.

XYZ file:
```
15
C3H9NO2 (ωB97M-V with the def2-TZVPD basis set)
C -2.62433 -0.76146 0.10275
H -3.44443 -0.58671 0.86034
H -2.04180 1.20838 -0.14490
N -1.66038 0.31266 0.15911
H -2.11056 -1.70149 0.44501
H 0.84983 1.50086 1.06429
C 0.45695 1.59829 -0.09287
O 3.34032 -0.44954 0.24498
H 3.91670 -1.27071 -0.16672
H -0.21251 2.52637 -0.16972
O 0.27757 -0.82176 -0.33150
H 1.38215 1.41936 -0.70344
H 2.43538 -0.87831 -0.23115
H -3.17427 -0.91353 -0.80834
C -0.31944 0.27610 -0.10438
```

## Properties
LUMO energy in eV: 0.719
SMILES: CNC(C)=O.O
Orbital gap in eV: 10.543
HOMO level in hartree: -0.3610
Strongest force on any atom in eV/A: 6.9

---

No. 5
DFT (ωB97M-V with the def2-TZVPD basis set) results for the molecule C3H4ClNS2 at a distorted geometry.

XYZ file:
```
11
C3H4ClNS2 (ωB97M-V with the def2-TZVPD basis set)
Cl -1.54666 1.81701 -0.05682
H 0.51409 -2.42937 -0.71186
S -2.51601 -1.56594 0.15425
C -0.39352 0.56630 0.39391
N 0.35420 -1.36863 -0.49457
C -0.85074 -0.93812 -0.05331
S 1.88071 -0.62082 0.24643
H 1.35345 1.88334 0.22985
C 0.96560 0.95128 -0.12153
H 0.70824 1.05119 -1.06274
H -0.46934 0.65376 1.47640
```

## Properties
LUMO energy in eV: -0.741
SMILES: S=C1NSC[C@H]1Cl
Orbital gap in eV: 7.963
HOMO level in hartree: -0.3199
Strongest force on any atom in eV/A: 5.4

---

No. 6
DFT (ωB97M-V with the def2-TZVPD basis set) results for a 2-piece molecular cluster, C11H15N overall at a distorted geometry.

XYZ file:
```
27
C11H15N (ωB97M-V with the def2-TZVPD basis set)
C -0.50347 0.31957 -1.29670
H 0.31021 -1.57618 2.25359
H 2.43039 0.91482 -2.69129
C 0.48780 1.26570 -1.77775
C -1.81629 -1.88286 -0.33570
H 1.52510 0.64445 3.80305
H 1.21688 -0.35627 1.73888
H -2.28730 -2.68712 0.20536
C -2.26804 -0.58002 -0.07337
H -0.55304 -0.06039 2.28496
H -3.17627 -0.54093 0.52020
N 1.35031 -0.81022 -2.04359
C 0.88375 -0.23692 3.90430
H -0.28471 -3.09180 -1.04103
H 0.01491 -0.11837 4.54055
C 0.10785 -0.96647 -1.49979
H -1.92528 1.58800 -0.47361
H -0.14035 2.91452 -3.06798
H 1.55784 -0.97588 4.34554
C 1.57691 0.54503 -2.13753
C -0.64556 -2.07774 -1.05894
H -0.17715 3.32391 -1.32764
C -1.68190 0.54115 -0.59906
H 2.01549 -1.51876 -2.32539
H 1.26425 3.21360 -2.23003
C 0.42408 -0.48912 2.47328
C 0.29360 2.69832 -2.09033
```

## Properties
LUMO energy in eV: 0.891
SMILES: Cc1c[nH]c2ccccc12.CC
Orbital gap in eV: 8.761
HOMO level in hartree: -0.2892
Strongest force on any atom in eV/A: 2.8

---

No. 7
DFT (ωB97M-V with the def2-TZVPD basis set) results for the molecule C3H7OPS2 at a distorted geometry.

XYZ file:
```
14
C3H7OPS2 (ωB97M-V with the def2-TZVPD basis set)
P -1.17522 0.32125 -0.61741
S 4.27313 -0.05498 -0.10733
C 2.67117 0.09144 -0.44945
H 1.95842 -0.15399 1.52142
C 1.58412 -0.05556 0.54518
H 1.05608 -1.04196 0.18307
H -1.98683 -0.20980 1.42164
C -2.59095 -0.06058 0.51313
H -2.70319 -1.08166 0.18380
H -1.63554 1.20352 -1.62432
H 2.31900 0.22052 -1.57356
O -0.56279 -0.89620 -1.10784
H -3.46542 0.44228 0.57514
S 0.25802 1.27572 0.53653
```

## Properties
LUMO energy in eV: -0.403
SMILES: C[P@H](=O)SCC=S
Orbital gap in eV: 8.415
HOMO level in hartree: -0.3240
Strongest force on any atom in eV/A: 5.1

---

Q: Which of these has the lowest strongest force on any atom?
A: C11H15N

---

Q: Which of these has the highest strongest force on any atom?
A: C3H9NO2

---

Q: Among the records above, which one has the lowest strongest force on any atom?
A: C11H15N